No. 1
62
Properties=species:S:1:pos:R:3:lowdin_charge:R:1 method="wB97M-V/def2-TZVPD" total_charge=-2 total_energy_ha=-2913.6093 e_above_lowest_kcal_mol=0.0 s2=16.02 multiplicity=8
Gd 0.62077 0.51689 1.26184 1.674
C -2.58544 -2.25605 3.09234 -0.033
C -1.52871 -1.93910 2.04402 -0.535
O -1.36301 -0.72721 1.78651 -0.152
C -0.85533 -2.98754 1.49128 -0.061
C 0.30907 -2.90591 0.62768 -0.325
C 0.73697 -4.17534 -0.02762 -0.063
N 1.02323 -1.81519 0.46587 -0.061
N 2.12132 -1.93676 -0.35684 0.036
C 3.02446 -1.02284 -0.12875 -0.451
O 2.92069 -0.05760 0.77090 -0.188
C 4.23203 -1.01603 -1.02130 -0.147
C 4.30984 -1.85878 -2.10607 -0.051
C 5.43609 -1.87617 -2.93592 -0.102
C 6.52853 -1.04431 -2.65793 -0.141
C 6.48485 -0.19855 -1.56788 -0.101
C 5.31537 -0.16229 -0.76977 -0.012
H -2.09304 -2.24491 4.05969 0.077
H -3.06986 -3.23526 2.87287 0.072
H -3.34553 -1.45245 3.06527 0.065
H -1.18709 -4.02991 1.72237 0.089
H 0.23990 -4.99711 0.47789 0.055
H 1.81533 -4.20704 -0.05449 0.055
H 0.42649 -4.17225 -1.10685 0.095
H 3.48169 -2.56968 -2.23318 0.108
H 5.50823 -2.56533 -3.81291 0.098
H 7.40692 -1.16538 -3.24178 0.072
H 7.35644 0.41049 -1.29735 0.094
H 5.31965 0.43520 0.14374 0.114
C -1.55505 4.33161 -0.41876 0.028
C -2.03793 3.12581 0.39017 -0.503
O -1.31693 2.35194 0.92701 0.037
N -3.42105 3.06335 0.53748 0.038
C -4.00097 1.86021 1.10243 -0.122
C -4.14317 0.74137 0.07211 -0.280
C -4.62660 -0.49767 0.41408 -0.055
C -4.58629 -1.57010 -0.47712 -0.082
C -3.97767 -1.35917 -1.69787 -0.084
C -3.45353 -0.09832 -1.96365 -0.102
N -3.57140 0.93669 -1.10122 0.139
H -0.52801 4.21335 -0.64155 0.052
H -1.56172 5.19104 0.26802 0.089
H -2.18687 4.51319 -1.29852 0.085
H -3.93652 3.45465 -0.26974 0.135
H -4.99029 2.08825 1.49917 0.112
H -3.32963 1.45664 1.87895 0.136
H -5.03343 -0.66024 1.41557 0.107
H -5.02897 -2.51981 -0.16833 0.102
H -3.81654 -2.21345 -2.39549 0.106
H -2.82073 0.09392 -2.80228 0.092
O 1.91446 1.86240 4.82947 -0.378
S 0.93797 2.02038 3.77434 0.246
O 0.38856 0.61155 3.45016 -0.526
O 1.56630 2.51728 2.48556 -0.486
O -0.20528 2.87354 4.12369 -0.397
C 1.42393 2.84228 -2.12363 -0.039
C 0.34149 1.78821 -1.99329 -0.711
O -0.60118 1.82232 -2.77575 -0.016
O 0.44815 1.03210 -0.94317 -0.232
H 2.21154 2.44067 -2.77513 0.068
H 1.81654 3.18962 -1.15956 0.077
H 1.09096 3.75279 -2.72679 0.083


No. 2
49
Properties=species:S:1:pos:R:3:lowdin_charge:R:1 method="wB97M-V/def2-TZVPD" total_charge=0 total_energy_ha=-6253.4792 e_above_lowest_kcal_mol=20.4
W -0.05386 0.20811 0.14614 0.643
C 3.31481 -0.73682 -2.51855 -0.024
C 2.28057 -0.65234 -1.44788 -0.311
N 1.21693 0.11567 -1.48665 -0.192
N 1.10958 0.92293 -2.62975 0.054
C 0.05718 1.65526 -2.64928 -0.617
N -0.17257 2.43649 -3.74218 0.092
S -1.24463 1.82375 -1.34430 0.781
C 2.37550 -1.42430 -0.24168 -0.259
C 3.43356 -2.30174 0.02475 -0.017
C 3.44584 -3.02476 1.18818 -0.056
C 2.39361 -2.85576 2.09478 -0.053
C 1.39453 -1.97020 1.80925 -0.155
N 1.36101 -1.24383 0.65835 -0.096
H 2.99320 -0.21388 -3.41196 0.066
H 3.52619 -1.77623 -2.77006 0.084
H 4.24707 -0.28153 -2.17484 0.093
H 0.58786 2.52498 -4.39803 0.106
H -0.74943 3.25117 -3.61365 0.095
H 4.22932 -2.39912 -0.69822 0.112
H 4.26150 -3.70014 1.40531 0.111
H 2.36723 -3.38896 3.03358 0.114
H 0.59288 -1.77565 2.50720 0.056
C -2.35136 2.60933 1.90139 -0.746
C -2.24533 1.45380 2.87570 -0.509
S -1.44931 -0.04547 2.21155 0.743
C -2.80156 -1.17790 1.73162 -0.479
C -3.21778 -1.11341 0.27565 -0.497
S -1.74136 -1.37742 -0.75460 0.822
C -2.21831 -0.61979 -2.32908 -0.481
C -2.49278 0.87168 -2.27057 -0.497
S -3.45823 2.30570 0.50287 0.400
H -2.69745 3.46767 2.48414 0.059
H -1.34245 2.87625 1.55454 -0.001
H -1.63431 1.69378 3.74944 0.055
H -3.23470 1.14019 3.21220 0.074
H -2.43409 -2.17126 1.99847 0.075
H -3.65365 -0.95670 2.37396 0.089
H -3.94865 -1.88905 0.04749 0.089
H -3.61060 -0.11108 0.07477 -0.012
H -1.38344 -0.84155 -2.99686 0.076
H -3.09584 -1.14694 -2.70789 0.091
H -2.53126 1.27296 -3.28303 0.083
H -3.42437 1.10280 -1.76131 0.018
S 3.80160 0.78761 2.11779 -0.082
As 2.29977 1.99912 3.37312 0.235
S 3.31903 1.98901 0.48427 -0.039
S 1.24975 2.11771 0.91945 -0.056
S 1.32876 0.56988 4.47444 -0.133


No. 3
12
Properties=species:S:1:pos:R:3:lowdin_charge:R:1 method="wB97M-V/def2-TZVPD" total_charge=0 smiles="C/C=P/SC" total_energy_ha=-857.9774 e_above_lowest_kcal_mol=28.0
C 0.95705 -2.08276 -1.40281 -0.185
C 0.03999 -1.31484 -0.45659 -0.570
P 0.37680 0.31958 -0.20520 0.692
S -1.12320 0.84896 1.35661 0.390
C -0.83314 2.65822 1.37031 -0.573
H 0.23657 -2.72565 -1.95001 0.088
H 1.63648 -2.57002 -0.66735 0.086
H 1.49955 -1.36748 -1.87519 -0.002
H -0.70753 -1.87855 -0.10690 -0.009
H -1.73605 3.31076 1.55054 0.036
H -0.71848 3.06577 0.40028 -0.022
H -0.02966 3.06578 2.12359 0.068


No. 4
23
Properties=species:S:1:pos:R:3:lowdin_charge:R:1 method="wB97M-V/def2-TZVPD" total_charge=+1 smiles="CC1=C(C)[C@@](C)([NH3+])C=C1" total_energy_ha=-367.6318 e_above_lowest_kcal_mol=30.1
C -2.73313 0.25555 -0.87578 -0.057
C -1.36937 0.36985 -0.51553 -0.293
C -0.52351 -0.59120 -0.27605 -0.088
C -0.42712 -2.04408 -0.04273 -0.055
C 1.02114 0.34678 0.28783 -0.404
C 1.38564 0.02931 1.66802 -0.041
N 2.20562 0.01415 -0.64168 0.237
C 0.47042 1.70721 0.18714 -0.106
C -0.77840 1.78771 -0.19131 0.038
H -3.32792 0.87328 -0.14243 0.114
H -3.08459 -0.86335 -0.83786 0.131
H -2.94782 0.67387 -1.87881 0.104
H -1.26666 -2.38614 0.57632 0.099
H 0.48917 -2.43811 0.36758 0.066
H -0.58388 -2.61110 -0.99938 0.106
H 1.72143 -1.00725 1.57805 0.080
H 0.42242 0.22598 2.30460 0.164
H 2.21783 0.70071 1.95522 0.109
H 2.51391 0.94040 -1.01055 0.185
H 1.90959 -0.77956 -1.33983 0.220
H 2.95324 -0.50493 -0.19680 0.148
H 1.07526 2.58243 0.19177 0.117
H -1.34325 2.71851 -0.16781 0.128